w) {"formula": "C3H5ClS", "method": "the ωB97M-V functional and the def2-TZVPD basis", "species": ["C", "C", "C", "S", "Cl", "H", "H", "H", "H", "H"], "xyz": [[-0.5490, 0.2507, -0.3912], [-1.3366, 0.6302, 0.7227], [0.9868, 0.1688, -0.0897], [-1.1179, 1.9972, -0.1187], [-4.1760, -0.5247, -0.0720], [-0.7811, -0.1799, -1.2726], [-1.3379, 0.3977, 1.7393], [1.1906, 1.1994, 0.0764], [1.6615, -0.1877, -0.9096], [1.0171, -0.4278, 0.7950]], "total_charge": 0, "orbital_gap_ha": [0.2678, 0.2032], "homo_energy_ev": [-9.10, -8.13], "lumo_ev": [-1.8, -2.6]}

=====

x) {"formula": "C3H5ClS", "method": "the ωB97M-V functional and the def2-TZVPD basis", "species": ["C", "C", "C", "S", "Cl", "H", "H", "H", "H", "H"], "xyz": [[0.8773, 1.0677, 0.5412], [-0.2982, -1.2095, -0.6950], [-0.4206, 0.3797, 0.4733], [2.2087, 0.6778, -0.2798], [-1.6862, 1.4492, -0.1236], [0.9071, 1.9223, 1.2178], [0.3678, -1.8736, -0.1762], [-1.3187, -1.5459, -0.7643], [0.0927, -0.8191, -1.6202], [-0.7300, -0.0487, 1.4267]], "total_charge": 0, "orbital_gap_ha": 0.3107, "homo_energy_ev": -9.05, "lumo_ev": -0.6}

=====

Energies relative to the most stable structure, in kJ/mol: w) 198.6; x) 0.0.

=====

w) {"formula": "C6H8S2", "method": "the ωB97M-V functional and the def2-TZVPD basis", "species": ["C", "C", "C", "C", "S", "C", "C", "S", "H", "H", "H", "H", "H", "H", "H", "H"], "xyz": [[-2.0214, 0.7009, 2.0319], [-1.0452, 0.2903, 0.9335], [-0.5334, 0.9948, -0.1099], [0.5120, 0.4167, -0.8832], [1.0366, 1.0161, -2.4194], [0.7820, -0.8232, -0.3986], [1.8268, -1.7955, -1.0523], [-0.3190, -1.3413, 0.8474], [-2.2269, 1.7545, 1.8078], [-2.9486, 0.1208, 2.0132], [-1.5652, 0.6135, 2.9386], [-0.9924, 1.9667, -0.3354], [1.3417, 2.2617, -1.9416], [2.7584, -1.7595, -0.4668], [1.5665, -2.8553, -0.9058], [1.8281, -1.5611, -2.0595]], "total_charge": 0, "orbital_gap_ha": 0.3348, "homo_energy_ev": -8.29, "smiles": "Cc1cc(S)c(C)s1", "lumo_ev": 0.8}

=====

x) {"formula": "C6H8S2", "method": "the ωB97M-V functional and the def2-TZVPD basis", "species": ["S", "C", "C", "C", "C", "C", "C", "S", "H", "H", "H", "H", "H", "H", "H", "H"], "xyz": [[-1.6792, 0.3576, 1.4996], [-0.3584, 0.9081, 0.4213], [1.1108, 0.4384, 0.4952], [1.3399, -0.8323, 1.2483], [0.6927, -1.8542, 0.6922], [-0.0164, -1.4330, -0.5834], [0.2145, 0.0597, -0.6531], [0.4923, 0.8182, -2.2394], [-1.2891, 0.8816, 2.6779], [-0.5185, 2.0004, 0.2446], [1.9166, 1.1749, 0.4926], [1.9175, -0.9051, 2.1609], [0.6287, -2.8526, 1.0480], [0.3141, -1.8694, -1.5130], [-1.0816, -1.5993, -0.3783], [-0.7951, 0.6369, -2.6187]], "total_charge": 0, "orbital_gap_ha": 0.3579, "homo_energy_ev": -9.00, "smiles": "S[C@H]1[C@H]2C=CC[C@]21S", "lumo_ev": 0.7}

=====

Energies relative to the most stable structure, in kJ/mol: w) 0.0; x) 84.7.